Computed, not measured: a cluster of 4 separate species, C6H17O5 in total at a distorted geometry, with the ωB97M-V functional and the def2-TZVPD basis.

## Properties
Relative energy (zero: lowest compared OMol25 entry of this formula, charge and spin) = 0.0 kJ/mol
Kohn-Sham gap = 8.7 eV
E = -16737.8173 eV
Highest occupied orbital energy = -0.1879 Eh
Charge = -1

The geometry in XYZ format:
```
28
Properties=species:S:1:pos:R:3:lowdin_charge:R:1
O 1.03426 0.67634 -1.21146 -0.06
C 1.38539 0.70842 -0.01377 -0.69
O 2.49701 0.44346 0.48661 -0.06
C 0.33825 1.36206 0.96414 -0.12
C -1.11761 1.12998 0.58343 -0.20
C -1.89182 -0.08706 1.11995 -0.40
C -1.26512 -0.58553 2.43049 -0.10
C -1.87873 -1.27108 0.11465 -0.07
H 0.52796 1.11024 2.01382 0.09
H 0.60854 2.42521 0.88793 0.11
H -1.65569 2.03064 0.86749 0.09
H -1.12506 1.15958 -0.50465 0.09
H -2.93496 0.19199 1.28172 0.11
H -0.23968 -0.94225 2.29439 0.07
H -1.78383 -1.46104 2.86057 0.08
H -1.27873 0.21252 3.17024 0.07
H -1.80752 -0.91751 -0.89701 0.06
H -0.99775 -1.85807 0.30608 0.06
H -2.80051 -1.82348 0.23072 0.06
H 2.25119 -1.39791 0.59040 -0.01
H 2.55039 -2.88797 0.48693 0.03
O 1.94745 -2.27067 0.92297 -0.09
H 1.99698 -0.83016 -2.08662 0.00
H 1.87571 -0.49535 -3.51683 0.00
O 2.20842 -1.21133 -2.96687 -0.10
H 0.27850 1.60909 -3.98468 0.02
H 0.65625 2.52059 -2.73281 0.02
O 0.62069 2.45929 -3.69781 -0.08
```



Computed, not measured: a cluster of 2 separate species, C6H17PSi in total at a distorted geometry, with the ωB97M-V functional and the def2-TZVPD basis.

## Properties
Relative energy (zero: lowest compared OMol25 entry of this formula, charge and spin) = 167.2 kJ/mol
Kohn-Sham gap = 9.8 eV
E = -23661.6357 eV
Highest occupied orbital energy = -0.3301 Eh
SMILES = C[SiH](C)P.C=C(C)C
Charge = 0

The geometry in XYZ format:
```
25
Properties=species:S:1:pos:R:3:lowdin_charge:R:1
C 2.57982 -0.86984 -1.18149 -0.31
Si 1.50865 0.56467 -0.63749 0.33
C 0.74491 1.06383 -2.44455 -0.22
P 2.82437 2.33813 -0.04285 0.55
H 2.84041 -1.73419 -0.54102 0.03
H 1.99397 -1.28884 -1.99259 -0.01
H 3.55975 -0.51631 -1.65619 0.05
H 1.23545 0.23142 0.75985 -0.05
H 0.32451 0.28617 -3.02133 -0.01
H -0.01091 1.92134 -2.33697 0.04
H 1.68127 1.40319 -2.94495 0.03
H 1.65490 3.02228 -0.34689 -0.21
H 2.26575 2.10152 1.25684 -0.18
C -1.84403 0.75777 0.66072 0.01
C -1.74757 -0.52071 1.06897 -0.47
C -1.49185 -1.58185 0.09546 -0.09
C -1.77302 -0.83922 2.52873 -0.08
H -1.47981 1.07197 -0.28105 0.02
H -1.78701 1.56066 1.34632 0.05
H -0.93110 -2.34181 0.61146 0.06
H -2.45731 -2.10323 -0.19936 0.11
H -0.78158 -1.26900 -0.79746 0.10
H -0.87967 -0.47102 3.04926 0.08
H -1.84605 -1.93040 2.71693 0.08
H -2.67737 -0.27702 2.95986 0.11
```



Computed, not measured: a structure of composition C6H18AgN4O5 at a distorted geometry, with the ωB97M-V functional and the def2-TZVPD basis.

## Properties
Relative energy (zero: lowest compared OMol25 entry of this formula, charge and spin) = 43.8 kJ/mol
Multiplicity = 2
Kohn-Sham gap (spin up / spin down) = 2.5 / 5.4 eV
E = -26706.1244 eV
Highest occupied orbital energy (spin up / spin down) = 0.1060 / 0.0079 Eh
Charge = -2

The geometry in XYZ format:
```
34
Properties=species:S:1:pos:R:3:mulliken_spin:R:1
Ag -0.22097 -0.25487 0.96297 -0.49
O 0.86847 -1.67743 2.77686 0.01
C -0.07114 -1.47158 3.85035 0.01
C -0.79000 -0.03180 3.99527 0.00
O -1.48961 0.69445 2.99758 0.01
H 0.27473 -1.96472 4.75879 0.00
H -0.90744 -2.13378 3.62629 0.00
H -0.05724 0.69299 4.35006 0.00
H -1.46993 -0.13652 4.84075 0.00
C 1.93668 1.05763 -2.20189 1.07
C 2.72168 0.48745 -1.00361 0.10
O 1.99979 0.59445 0.16148 -0.17
H 2.49036 0.94517 -3.13403 -0.74
H 1.79842 2.12176 -2.01058 0.07
H 1.03782 0.44451 -2.26711 0.10
H 3.61886 1.09823 -0.90300 -0.08
H 2.93947 -0.57802 -1.07729 -0.06
H 2.58624 0.14619 0.77528 0.05
C -0.23307 -2.32372 -1.72901 3.28
O -0.08086 -2.17363 -0.50797 -0.97
N -0.65445 -1.34532 -2.48683 -0.71
N -0.08575 -3.45598 -2.35967 0.10
H -0.77463 -0.51064 -1.93098 0.21
H -0.66596 -1.33000 -3.49665 -0.48
H -0.34962 -3.35369 -3.32922 -0.39
H -0.02201 -4.30880 -1.82233 -0.20
C -1.86168 1.79652 -0.50401 1.59
O -1.83738 0.57961 -0.66602 -0.46
N -1.50167 2.74931 -1.28436 -0.25
N -2.07502 2.33122 0.66283 -0.31
H -1.44164 3.71648 -0.99963 -0.19
H -1.19134 2.57286 -2.22917 -0.14
H -2.23502 1.70062 1.43538 0.03
H -2.25608 3.32107 0.74946 0.01
```



Computed, not measured: a structure of composition C6H18AsClKO5SSi, with the ωB97M-V functional and the def2-TZVPD basis.

## Properties
Relative energy (zero: lowest compared OMol25 entry of this formula, charge and spin) = 32.3 kJ/mol
Kohn-Sham gap = 8.2 eV
E = -125149.0766 eV
Highest occupied orbital energy = -0.2086 Eh
Charge = -1

The geometry in XYZ format:
```
34
Properties=species:S:1:pos:R:3:lowdin_charge:R:1
K 0.87817 -0.94040 -1.79873 0.75
C -1.24447 -4.10282 1.33672 -0.19
Si -0.80809 -2.26753 1.51294 0.16
C 0.47728 -2.18432 2.90531 -0.19
C -2.36685 -1.45522 2.23360 -0.19
O -0.31840 -1.58099 0.17435 -0.57
H -1.57993 -4.55756 2.27299 0.01
H -0.37427 -4.66289 0.98141 0.01
H -2.03940 -4.22896 0.59561 0.01
H 0.10647 -2.62261 3.83725 0.01
H 0.75403 -1.14538 3.10875 0.01
H 1.39043 -2.71424 2.62045 0.02
H -2.68627 -1.92547 3.16882 0.01
H -3.19683 -1.51233 1.52381 0.02
H -2.18327 -0.39571 2.44038 0.00
C -0.14707 1.50212 0.92679 -0.26
As 1.03717 2.34412 -0.32689 0.58
C 1.22654 4.15788 0.32082 -0.28
C 0.02533 2.59041 -1.95011 -0.25
S 2.86507 1.40673 -0.54084 0.05
H -1.10647 2.01994 0.95843 0.04
H 0.32534 1.52820 1.90812 0.04
H -0.29079 0.45081 0.63607 -0.01
H 0.24488 4.61366 0.45072 0.03
H 1.80892 4.72242 -0.40498 0.03
H 1.75733 4.13741 1.27040 0.03
H -0.84237 3.22618 -1.77516 0.04
H -0.30595 1.62591 -2.33037 0.01
H 0.67581 3.04075 -2.69679 0.04
O 1.07901 -0.31556 -6.11538 -0.33
Cl 1.18962 -0.20837 -4.69104 0.61
O 1.83164 1.02331 -4.31780 -0.36
O -0.13094 -0.24510 -4.08094 -0.46
O 1.94830 -1.32438 -4.15470 -0.44
```



Computed, not measured: an isolated molecule of C6H18B2N4 at a distorted geometry, with the ωB97M-V functional and the def2-TZVPD basis.

## Properties
Relative energy (zero: lowest compared OMol25 entry of this formula, charge and spin) = 106.8 kJ/mol
Kohn-Sham gap = 8.2 eV
E = -13826.8885 eV
Highest occupied orbital energy = -0.2780 Eh
SMILES = CB1N(C)N(C)B(C)N(C)N1C
Charge = 0

The geometry in XYZ format:
```
30
Properties=species:S:1:pos:R:3:lowdin_charge:R:1
C -2.12187 1.73514 -1.18579 -0.02
B -1.38377 0.81903 -0.02274 -0.34
N -0.09992 1.35274 0.51823 -0.04
C 0.25723 2.71257 0.87880 -0.05
N 0.91000 0.38462 0.73181 -0.04
C 1.87014 0.53154 1.79444 -0.07
B 1.02468 -0.68685 -0.26586 -0.47
C 2.31000 -1.51768 -0.50680 -0.01
N -0.27371 -1.05383 -0.86992 -0.06
C -0.38725 -1.91651 -1.97376 -0.10
N -1.43492 -0.68397 -0.08035 -0.07
C -1.82102 -1.52117 1.05792 -0.05
H -2.28348 2.74971 -0.91858 0.02
H -1.58921 1.69451 -2.10642 0.04
H -3.14461 1.34054 -1.33141 0.05
H -0.05628 3.44721 0.14074 0.09
H -0.20660 2.80363 1.85182 0.09
H 1.27736 2.97110 1.03947 0.07
H 2.64252 1.18829 1.56318 0.06
H 2.26663 -0.45738 1.94341 0.08
H 1.40487 0.83648 2.77824 0.12
H 2.44710 -1.44465 -1.61226 0.07
H 3.20314 -1.04112 -0.13183 0.05
H 2.17249 -2.59785 -0.31565 0.08
H 0.61830 -2.17888 -2.52568 0.12
H -0.99885 -1.38435 -2.69375 0.08
H -0.84682 -2.92496 -1.83043 0.09
H -2.80464 -1.17963 1.50474 0.11
H -1.87815 -2.50450 0.76084 0.05
H -1.07334 -1.47372 1.80761 0.06
```



Computed, not measured: a structure of composition C6H18BF4KO3 at a distorted geometry, with the ωB97M-V functional and the def2-TZVPD basis.

## Properties
Relative energy (zero: lowest compared OMol25 entry of this formula, charge and spin) = 267.5 kJ/mol
Kohn-Sham gap = 8.8 eV
E = -40532.8389 eV
Highest occupied orbital energy = -0.3751 Eh
Charge = 0

The geometry in XYZ format:
```
33
Properties=species:S:1:pos:R:3:lowdin_charge:R:1
K 0.39530 -1.40897 -0.18783 0.90
B -3.96031 -2.65184 -1.06412 -1.32
F -3.25862 -3.75334 -1.52200 0.10
F -4.04386 -1.65766 -2.08831 0.05
F -5.23265 -3.02981 -0.73049 0.13
F -3.35734 -2.18880 0.10779 0.07
C 0.21670 -1.21484 -4.87040 -0.09
C 1.69578 -1.47762 -4.74301 -0.29
O 2.26838 -0.68299 -3.65173 -0.11
H -0.11305 -1.32239 -5.90374 0.08
H 0.08328 -0.14039 -4.74447 0.08
H -0.44243 -1.74388 -4.18209 0.08
H 2.12543 -1.20298 -5.70637 0.11
H 1.92844 -2.53185 -4.59277 0.11
H 3.01383 -0.20830 -4.02666 0.07
C -0.25316 3.57641 1.13862 -0.09
C -1.46421 2.97586 0.43061 -0.32
O -1.43274 3.47722 -0.89002 -0.07
H -0.22862 4.65621 1.28536 0.08
H 0.62205 3.30232 0.54958 0.07
H -0.07764 3.13909 2.12150 0.07
H -2.35867 3.24027 0.99465 0.11
H -1.44633 1.88625 0.40731 0.10
H -2.14745 3.07958 -1.39269 0.09
C 2.85485 -0.12591 4.77193 -0.10
C 1.52959 -0.72243 5.12547 -0.34
O 0.82854 -0.53450 3.93076 -0.10
H 3.34997 -0.66030 3.96112 0.07
H 3.57480 -0.22308 5.58454 0.08
H 2.67189 0.92120 4.53071 0.08
H 1.15544 -0.20550 6.00916 0.12
H 1.58849 -1.80566 5.23153 0.11
H -0.08560 -0.76152 4.11622 0.09
```



Computed, not measured: a structure of composition C6H18BeN8O10 at a distorted geometry, with the ωB97M-V functional and the def2-TZVPD basis.

## Properties
Relative energy (zero: lowest compared OMol25 entry of this formula, charge and spin) = 84.6 kJ/mol
Kohn-Sham gap = 8.4 eV
E = -39315.1952 eV
Highest occupied orbital energy = -0.2896 Eh
Charge = 0

The geometry in XYZ format:
```
43
Properties=species:S:1:pos:R:3:lowdin_charge:R:1
Be -0.24769 -0.03368 -0.27599 0.95
O 1.49632 -3.84476 -1.25989 0.09
C 1.15274 -2.58193 -0.89802 -0.81
O 1.07737 -1.62219 -1.71151 -0.05
O 0.98242 -2.34231 0.32671 -0.05
H 1.55932 -3.70926 -2.21915 0.11
O -1.47243 3.92715 -1.05372 0.09
C -1.31396 2.61383 -0.78511 -0.81
O -1.15858 1.80790 -1.74038 -0.05
O -1.17836 2.27831 0.42320 -0.02
H -1.50391 4.10443 -0.08399 0.12
C -1.44196 -1.56289 2.63914 -0.65
O -1.70493 -0.90578 1.63514 0.01
N -0.82983 -0.99587 3.71946 0.16
N -1.68360 -2.87834 2.84164 0.17
H -0.76001 -0.02019 3.94196 0.11
H -0.62803 -1.63909 4.46387 0.09
H -1.60660 -3.25380 3.76595 0.10
H -1.87813 -3.45956 2.04529 0.11
C 2.23046 0.99612 1.96961 -0.66
O 1.22381 0.47527 1.50473 0.02
N 2.50688 2.28777 1.73682 0.17
N 3.04425 0.43423 2.88019 0.17
H 3.00633 2.84722 2.40525 0.10
H 2.16422 2.80020 0.94281 0.11
H 2.75170 -0.44395 3.27531 0.11
H 3.94819 0.79789 3.11248 0.10
C -3.06998 -1.44443 -1.73907 -0.64
O -2.17178 -0.71005 -1.35637 0.04
N -4.21303 -1.71117 -1.07178 0.17
N -3.01923 -2.12131 -2.92050 0.17
H -4.35872 -1.24831 -0.18929 0.11
H -4.85471 -2.43875 -1.31893 0.10
H -3.74215 -2.80370 -3.03494 0.09
H -2.24918 -1.96725 -3.54623 0.12
C 2.08132 1.94892 -2.01374 -0.66
O 1.71657 1.03570 -1.27155 0.01
N 1.24760 2.82157 -2.62075 0.18
N 3.38727 2.20302 -2.23424 0.15
H 0.27433 2.55469 -2.46031 0.06
H 1.66282 3.67208 -2.94488 0.10
H 3.89001 1.42046 -1.83390 0.11
H 3.68287 2.71179 -3.04530 0.10
```



Computed, not measured: a structure of composition C6H18BrLi2O6 at a distorted geometry, with the ωB97M-V functional and the def2-TZVPD basis.

## Properties
Multiplicity = 2
Kohn-Sham gap (spin up / spin down) = 7.8 / 2.6 eV
E = -89234.1870 eV
Highest occupied orbital energy (spin up / spin down) = -0.5384 / -0.5380 Eh
Charge = +2

The geometry in XYZ format:
```
33
Properties=species:S:1:pos:R:3:mulliken_spin:R:1
Li 3.32969 -2.08459 1.32189 0.00
Li -0.85281 -1.51111 2.34885 0.00
Br 1.05795 -0.77934 0.92474 0.00
C -0.91485 -3.65367 -3.05302 0.00
C -0.12249 -2.66205 -2.23610 0.00
O 0.33398 -3.32190 -1.01861 0.00
O -2.13758 -4.09364 -2.52328 0.00
H -0.20021 -4.44196 -3.28963 0.00
H -1.10375 -3.29463 -4.06470 0.00
H -0.71078 -1.76750 -2.03163 0.00
H 0.72089 -2.43812 -2.88929 0.00
H 0.59510 -2.70504 -0.33094 0.00
H -2.62075 -3.27555 -2.38588 0.00
C 1.77867 1.76867 -1.84731 0.06
C 0.70014 2.79743 -1.50362 0.10
O 1.33723 3.98947 -1.14770 0.46
O 1.14134 0.53198 -2.16834 0.27
H 2.48409 1.61915 -1.02992 0.01
H 2.41262 2.15102 -2.64732 0.00
H 0.01660 2.41355 -0.74632 0.02
H 0.08314 3.00409 -2.37809 0.09
H 0.78849 4.50325 -0.55061 -0.01
H 1.25880 -0.02178 -1.39300 -0.01
C -1.04469 1.16770 4.13165 0.00
C -1.18802 2.03774 2.86212 0.00
O 0.07454 2.23867 2.23724 0.00
O -0.95528 -0.21696 3.89143 0.00
H -1.96521 1.27043 4.70628 0.00
H -0.27701 1.52881 4.81603 0.00
H -1.52101 3.03455 3.15125 0.00
H -1.87261 1.52977 2.18285 0.00
H 0.22808 1.34394 1.92500 0.00
H -0.85428 -0.66227 4.73588 0.00
```



Computed, not measured: a cluster of 3 separate species, C6H18ClNO2Si in total, with the ωB97M-V functional and the def2-TZVPD basis.

## Properties
Kohn-Sham gap = 10.6 eV
E = -32499.4029 eV
Highest occupied orbital energy = -0.3644 Eh
SMILES = [H]/N=C/C[SiH2]Cl.CCO.CCO
Charge = 0

The geometry in XYZ format:
```
29
Properties=species:S:1:pos:R:3:lowdin_charge:R:1
H 1.74907 -3.13641 -4.17856 0.04
N 1.27982 -2.62003 -3.43655 0.08
C 1.98339 -2.59397 -2.38517 -0.35
C 1.50497 -1.90917 -1.14331 -0.35
Si 1.67840 -0.04837 -1.25152 0.23
Cl 3.65951 0.41887 -0.91427 0.22
H 2.96528 -3.07693 -2.31580 0.11
H 0.44303 -2.12183 -0.98957 0.08
H 2.05141 -2.25420 -0.26359 0.07
H 0.85708 0.62054 -0.23265 -0.06
H 1.34204 0.41255 -2.60804 -0.05
C -3.11110 2.98873 -1.21884 -0.09
C -1.85641 2.14629 -1.10025 -0.34
O -1.47419 1.92397 0.25291 -0.11
H -2.97351 3.94960 -0.72279 0.08
H -3.35527 3.16846 -2.26684 0.07
H -3.96462 2.48332 -0.76043 0.07
H -1.01098 2.65664 -1.56227 0.11
H -1.98802 1.19265 -1.62400 0.11
H -2.19737 1.46747 0.69535 0.08
C 0.27171 -0.22373 3.93981 -0.09
C 0.42370 -0.54337 2.46693 -0.34
O 0.41269 -1.94339 2.19904 -0.09
H 1.05977 -0.70588 4.51868 0.08
H 0.32545 0.85326 4.10476 0.08
H -0.69308 -0.57204 4.31745 0.07
H 1.38839 -0.19354 2.09754 0.10
H -0.34592 -0.03395 1.87780 0.09
H -0.42524 -2.30557 2.50418 0.08
```